Entry from the OMol25 dataset: a molecular structure, C81H202N13O27Zn in a non-equilibrium geometry (ωB97M-V/def2-TZVPD).

```
! wB97M-V def2-TZVPD RIJCOSX def2/J DEFGRID3
* xyz 1 1
Zn 2.402 0.984 3.781
C -0.327 -0.344 0.943
C 1.125 -0.761 1.223
C 2.068 -0.266 0.163
O 1.604 -0.436 2.494
H -0.404 0.721 0.723
H -1.064 -0.654 1.683
H -0.664 -0.870 0.050
H 1.093 -1.848 1.144
H 2.202 0.808 0.298
H 1.742 -0.406 -0.867
H 3.069 -0.696 0.169
C -3.914 4.029 -4.266
O -3.149 4.171 -5.440
C -2.800 5.499 -5.725
C -1.519 5.397 -6.679
N -0.444 4.886 -5.855
C 0.756 4.525 -6.606
C 1.717 3.603 -5.849
O 1.027 2.481 -5.265
C 1.793 1.751 -4.337
H -3.191 3.997 -3.450
H -4.358 3.036 -4.196
H -4.602 4.858 -4.101
H -2.629 6.138 -4.859
H -3.655 5.885 -6.280
H -1.276 6.354 -7.141
H -1.798 4.694 -7.464
H -0.873 4.074 -5.435
H 1.324 5.402 -6.918
H 0.550 4.107 -7.591
H 2.200 4.072 -4.992
H 2.494 3.272 -6.538
H 2.536 1.148 -4.860
H 1.169 1.130 -3.694
H 2.357 2.378 -3.647
C -3.859 7.749 7.622
O -2.526 7.631 7.184
C -2.130 8.693 6.386
C -2.559 8.716 4.907
N -1.792 7.655 4.157
C -1.979 7.765 2.703
C -1.184 6.604 2.092
O -1.796 5.287 2.241
C -2.950 5.061 1.474
H -4.050 8.598 8.277
H -4.020 6.773 8.082
H -4.607 7.772 6.830
H -1.042 8.661 6.321
H -2.341 9.644 6.875
H -2.242 9.694 4.544
H -3.637 8.561 4.878
H -2.201 6.759 4.379
H -1.573 8.730 2.396
H -3.024 7.717 2.398
H -0.186 6.504 2.517
H -0.965 6.828 1.048
H -3.813 5.686 1.706
H -3.149 3.990 1.487
H -2.695 5.146 0.418
C -7.292 -2.349 -4.773
O -7.453 -2.442 -3.366
C -6.543 -3.364 -2.699
C -5.010 -3.045 -2.794
N -4.746 -1.782 -2.169
C -3.449 -1.163 -2.350
C -3.151 -0.842 -3.796
O -4.070 0.084 -4.357
C -3.649 0.493 -5.639
H -8.131 -1.762 -5.147
H -7.429 -3.319 -5.251
H -6.341 -1.879 -5.025
H -6.795 -4.382 -2.996
H -6.815 -3.339 -1.643
H -4.784 -3.050 -3.860
H -4.384 -3.827 -2.364
H -5.401 -1.155 -2.614
H -2.669 -1.775 -1.898
H -3.392 -0.221 -1.804
H -3.142 -1.741 -4.412
H -2.133 -0.477 -3.937
H -4.519 0.740 -6.247
H -3.122 -0.239 -6.251
H -3.108 1.439 -5.667
C 5.691 0.667 -1.289
O 5.087 0.908 0.008
C 5.982 0.632 1.106
C 5.089 0.319 2.314
N 4.160 1.394 2.683
C 4.901 2.348 3.517
C 3.959 3.282 4.309
O 3.298 2.340 5.223
C 3.036 3.061 6.388
H 4.954 0.839 -2.073
H 6.147 -0.321 -1.357
H 6.474 1.422 -1.365
H 6.696 1.438 1.271
H 6.655 -0.210 0.943
H 5.782 0.112 3.129
H 4.562 -0.594 2.038
H 4.072 1.777 1.752
H 5.504 2.992 2.877
H 5.661 1.871 4.135
H 3.134 3.743 3.766
H 4.442 4.150 4.757
H 2.655 2.272 7.037
H 2.300 3.865 6.335
H 3.973 3.482 6.753
C 4.208 -7.174 2.329
O 3.671 -6.321 3.394
C 2.538 -5.483 3.103
C 2.421 -4.324 4.074
N 1.284 -3.368 3.862
C -0.051 -3.740 3.519
C -0.744 -4.552 4.629
O -1.115 -3.823 5.752
C -2.246 -2.936 5.551
H 3.427 -7.885 2.056
H 5.101 -7.753 2.564
H 4.444 -6.590 1.440
H 1.638 -6.091 3.191
H 2.574 -5.117 2.077
H 3.354 -3.783 4.233
H 2.157 -4.838 4.998
H 1.460 -2.508 3.364
H 0.046 -4.256 2.564
H -0.598 -2.826 3.289
H -0.098 -5.396 4.873
H -1.650 -4.933 4.158
H -3.077 -3.600 5.313
H -2.025 -2.222 4.758
H -2.430 -2.470 6.519
C 1.428 3.394 1.933
O 1.288 2.493 3.022
C 0.056 2.768 3.776
C -0.347 1.476 4.537
N 0.836 0.988 5.215
C 0.692 -0.422 5.635
C 2.050 -0.993 6.002
O 3.116 -0.440 5.206
C 4.359 -1.128 5.518
H 1.352 4.443 2.219
H 0.779 3.192 1.081
H 2.464 3.314 1.606
H -0.819 3.063 3.197
H 0.197 3.544 4.529
H -0.767 0.779 3.811
H -1.115 1.762 5.256
H 0.846 1.477 6.099
H 0.354 -0.985 4.765
H -0.022 -0.667 6.421
H 2.065 -2.083 5.977
H 2.339 -0.671 7.002
H 4.519 -1.493 6.532
H 5.175 -0.425 5.348
H 4.509 -1.956 4.825
C 5.880 3.548 -3.939
O 5.326 3.355 -2.629
C 4.372 4.356 -2.228
C 3.718 3.990 -0.864
N 4.704 3.865 0.244
C 5.433 5.065 0.506
C 4.603 6.252 0.986
O 3.838 5.923 2.143
C 3.010 6.995 2.553
H 6.461 2.656 -4.170
H 6.524 4.425 -3.872
H 5.122 3.746 -4.697
H 3.527 4.519 -2.898
H 4.799 5.357 -2.172
H 3.115 3.089 -0.984
H 2.964 4.752 -0.668
H 5.314 3.090 0.029
H 6.023 5.296 -0.381
H 6.157 4.867 1.296
H 3.912 6.535 0.193
H 5.270 7.087 1.200
H 2.311 7.223 1.749
H 3.709 7.813 2.729
H 2.519 6.796 3.505
C 2.907 -5.555 -2.828
O 1.786 -5.376 -1.976
C 1.637 -6.296 -0.934
C 0.377 -6.016 -0.081
N 0.116 -7.089 0.878
C -1.187 -6.999 1.560
C -1.527 -8.182 2.474
O -1.530 -9.351 1.567
C -2.247 -10.486 2.108
H 2.910 -6.582 -3.194
H 3.853 -5.446 -2.298
H 2.901 -4.886 -3.688
H 2.539 -6.383 -0.328
H 1.546 -7.284 -1.385
H -0.511 -5.728 -0.643
H 0.655 -5.087 0.416
H 0.312 -7.983 0.449
H -1.979 -6.923 0.816
H -1.265 -6.108 2.184
H -2.524 -7.931 2.835
H -0.788 -8.304 3.266
H -2.181 -11.269 1.353
H -3.304 -10.275 2.270
H -1.931 -10.823 3.095
C -10.062 -6.849 0.724
O -8.923 -5.981 0.840
C -9.047 -5.009 1.842
C -7.867 -3.969 1.833
N -6.603 -4.520 2.250
C -5.402 -3.786 1.734
C -4.065 -4.519 2.139
O -2.948 -3.712 2.151
C -2.425 -3.266 0.923
H -10.158 -7.473 1.612
H -9.792 -7.516 -0.095
H -11.010 -6.408 0.417
H -9.179 -5.441 2.834
H -9.958 -4.416 1.768
H -8.121 -3.143 2.496
H -7.854 -3.458 0.870
H -6.445 -5.438 1.860
H -5.446 -2.744 2.053
H -5.343 -3.770 0.646
H -3.838 -5.344 1.463
H -4.231 -5.033 3.086
H -3.033 -2.461 0.510
H -2.363 -4.067 0.187
H -1.421 -2.903 1.141
C -1.886 2.158 -1.401
O -1.506 3.500 -1.410
C -0.560 3.785 -2.403
C -0.348 5.257 -2.258
N 0.600 5.695 -3.297
C 1.273 6.941 -2.968
C 2.266 7.442 -4.084
O 2.756 8.738 -3.710
C 3.983 9.043 -4.277
H -1.037 1.486 -1.529
H -2.573 1.976 -2.228
H -2.338 2.042 -0.417
H -1.011 3.575 -3.373
H 0.378 3.243 -2.282
H 0.076 5.563 -1.301
H -1.311 5.764 -2.328
H 0.202 5.607 -4.221
H 1.899 6.782 -2.089
H 0.653 7.732 -2.547
H 1.620 7.617 -4.944
H 3.063 6.716 -4.245
H 3.877 9.022 -5.362
H 4.789 8.402 -3.921
H 4.284 10.069 -4.068
C 4.315 -3.149 -0.278
O 5.535 -2.661 0.360
C 6.707 -3.497 0.281
C 7.345 -3.424 -1.105
N 6.671 -4.291 -2.041
C 6.907 -3.997 -3.454
C 6.057 -2.827 -4.022
O 4.670 -2.981 -3.792
C 3.795 -1.976 -4.161
H 4.045 -2.635 -1.200
H 3.461 -3.109 0.399
H 4.311 -4.204 -0.554
H 6.433 -4.522 0.530
H 7.379 -3.137 1.060
H 8.412 -3.646 -1.078
H 7.282 -2.397 -1.465
H 5.670 -4.163 -2.012
H 6.639 -4.903 -3.999
H 7.945 -3.884 -3.766
H 6.268 -2.686 -5.082
H 6.308 -1.893 -3.520
H 3.860 -1.713 -5.217
H 3.979 -0.978 -3.764
H 2.755 -2.255 -3.990
C -3.663 4.703 5.191
O -4.247 3.583 4.565
C -4.219 2.416 5.336
C -4.592 1.198 4.479
N -3.606 0.948 3.424
C -3.969 -0.156 2.537
C -5.238 0.122 1.743
O -5.028 1.273 0.987
C -6.143 1.698 0.139
H -2.677 4.494 5.607
H -4.269 5.041 6.032
H -3.635 5.578 4.542
H -4.823 2.426 6.244
H -3.199 2.227 5.672
H -5.519 1.481 3.980
H -4.807 0.353 5.132
H -3.681 1.711 2.766
H -3.899 -1.074 3.120
H -3.202 -0.262 1.770
H -6.120 0.222 2.375
H -5.427 -0.732 1.092
H -6.151 0.909 -0.613
H -5.943 2.643 -0.367
H -7.026 1.767 0.775
C 0.081 -2.483 -2.261
O -0.272 -2.615 -3.638
C -0.183 -3.924 -4.118
C -0.963 -3.930 -5.510
N -0.776 -5.191 -6.222
C 0.573 -5.383 -6.649
C 0.666 -6.419 -7.702
O 1.994 -6.538 -8.163
C 2.191 -7.737 -8.894
H -0.008 -1.403 -2.146
H 1.011 -2.967 -1.963
H -0.665 -2.916 -1.595
H -0.689 -4.642 -3.472
H 0.894 -4.009 -4.266
H -0.634 -3.114 -6.153
H -1.966 -3.685 -5.158
H -1.293 -5.133 -7.088
H 1.008 -5.728 -5.711
H 1.085 -4.478 -6.973
H -0.036 -6.202 -8.507
H 0.324 -7.288 -7.140
H 1.862 -8.651 -8.399
H 3.237 -7.820 -9.191
H 1.538 -7.725 -9.766
*
```

Values from the calculation:
gap between HOMO and LUMO = 7.84 eV
E_LUMO = -1.500 eV

Here are the Löwdin charges for atoms 1 to 6, given in e: atom 1 (Zn): 0.680, atom 2 (C): -0.046, atom 3 (C): -0.562, atom 4 (C): -0.053, atom 5 (O): -0.270, atom 6 (H): 0.064


Entry from the OMol25 dataset: a single C9H13N5O molecule in a non-equilibrium geometry (ωB97M-V/def2-TZVPD).

```
! wB97M-V def2-TZVPD RIJCOSX def2/J DEFGRID3
* xyz 0 1
C -1.194 -0.566 -0.397
C -1.877 0.632 -0.236
C 0.819 0.854 -0.377
C -3.330 -1.067 0.090
C 2.259 0.941 -0.156
C 2.758 -0.202 0.731
C 2.500 -1.469 -0.024
C 0.998 -1.696 0.016
C 0.236 -0.582 -0.765
N 0.110 1.876 -0.093
N -2.141 -1.579 -0.267
N -3.212 0.348 0.124
N -1.269 1.874 -0.138
N -1.933 2.943 0.241
O -4.274 -1.729 0.386
H 2.725 0.900 -1.250
H 2.570 1.943 0.219
H 3.825 -0.031 0.767
H 2.099 -0.249 1.597
H 2.959 -1.416 -1.024
H 2.983 -2.330 0.505
H 0.737 -2.589 -0.547
H 0.787 -1.679 1.181
H 0.284 -0.629 -1.839
H -1.922 -2.535 -0.267
H -3.735 1.068 0.614
H -1.779 3.831 -0.304
H -1.982 3.136 1.213
*
```

Values from the calculation:
gap between HOMO and LUMO = 7.73 eV
E_LUMO = 0.807 eV

Here are the Löwdin charges for atoms 1 to 6, given in e: atom 1 (C): -0.167, atom 2 (C): -0.159, atom 3 (C): -0.243, atom 4 (C): -0.556, atom 5 (C): -0.171, atom 6 (C): -0.204


Entry from the OMol25 dataset: a molecular structure, C54H49EuN9O4SSb in a non-equilibrium geometry (ωB97M-V/def2-TZVPD).

```
! wB97M-V def2-TZVPD RIJCOSX def2/J DEFGRID3
* xyz 2 7
Eu -0.648 0.543 1.180
S 0.988 1.150 3.418
C 1.435 2.514 2.430
C 2.360 3.540 2.818
C 2.487 4.631 2.003
C 1.729 4.716 0.828
C 0.917 3.657 0.494
N 0.782 2.572 1.258
H 2.951 3.400 3.705
H 3.128 5.417 2.279
H 1.781 5.535 0.152
H 0.291 3.692 -0.454
O -8.631 2.914 1.695
C -8.050 2.265 2.726
O -8.631 2.212 3.769
C -6.686 1.647 2.563
C -6.073 1.328 1.334
C -4.790 0.788 1.292
C -4.112 0.537 2.464
C -4.713 0.767 3.689
C -6.001 1.341 3.755
N -2.838 -0.134 2.387
C -2.753 -1.194 3.123
C -1.634 -2.115 2.937
C -1.860 -3.443 3.268
C -0.875 -4.403 3.006
C 0.331 -3.930 2.521
C 0.449 -2.586 2.197
N -0.526 -1.686 2.335
H -7.970 3.126 1.043
H -6.524 1.491 0.342
H -4.404 0.502 0.331
H -4.168 0.582 4.596
H -6.489 1.548 4.693
H -3.595 -1.465 3.734
H -2.823 -3.684 3.733
H -1.037 -5.470 3.167
H 1.121 -4.612 2.222
H 1.365 -2.220 1.743
O 0.305 -0.057 -6.971
C -0.887 0.365 -6.452
O -1.792 0.523 -7.203
C -0.996 0.564 -4.981
C 0.065 0.802 -4.132
C -0.129 1.099 -2.786
C -1.427 1.227 -2.284
C -2.512 0.995 -3.148
C -2.289 0.666 -4.470
N -1.607 1.638 -0.914
C -2.389 2.647 -0.764
C -2.546 3.279 0.557
C -3.062 4.559 0.591
C -3.081 5.268 1.768
C -2.627 4.635 2.937
C -2.098 3.344 2.789
N -2.052 2.688 1.630
H 1.001 -0.061 -6.306
H 1.090 0.818 -4.478
H 0.725 1.222 -2.119
H -3.514 1.113 -2.799
H -3.090 0.542 -5.154
H -2.847 3.125 -1.613
H -3.415 4.895 -0.319
H -3.502 6.251 1.847
H -2.578 5.104 3.897
H -1.578 2.868 3.621
N -4.051 -3.582 -0.408
C -3.622 -3.378 -1.669
N -4.268 -3.993 -2.662
N -2.567 -2.647 -1.972
C -2.029 -1.890 -1.067
N -1.500 -1.181 -0.325
H -4.839 -4.169 -0.214
H -3.513 -3.254 0.376
H -4.922 -4.776 -2.483
H -3.906 -3.811 -3.593
C 3.240 2.532 -1.317
C 3.388 1.535 -2.450
C 3.833 1.970 -3.715
C 4.107 1.053 -4.707
C 3.809 -0.295 -4.515
C 3.354 -0.733 -3.291
C 3.209 0.153 -2.234
Sb 2.708 -0.652 -0.311
C 2.450 -2.763 -0.747
C 1.129 -3.041 -1.136
C 0.678 -4.354 -1.310
C 1.522 -5.406 -0.987
C 2.811 -5.174 -0.535
C 3.295 -3.836 -0.463
C 4.751 -3.615 -0.232
C 4.567 -0.446 0.722
C 5.590 0.235 0.085
C 6.842 0.346 0.683
C 7.046 -0.234 1.908
C 6.021 -0.955 2.566
C 4.764 -1.052 1.958
C 3.672 -1.834 2.681
H 4.236 2.771 -0.932
H 2.675 2.117 -0.499
H 2.769 3.434 -1.637
H 3.918 3.010 -3.862
H 4.489 1.372 -5.643
H 4.028 -0.983 -5.319
H 3.088 -1.785 -3.172
H 0.465 -2.214 -1.350
H -0.311 -4.584 -1.711
H 1.196 -6.424 -1.130
H 3.464 -5.990 -0.221
H 5.361 -4.307 -0.860
H 4.971 -3.852 0.808
H 5.078 -2.605 -0.468
H 5.424 0.691 -0.866
H 7.652 0.809 0.130
H 8.018 -0.227 2.431
H 6.230 -1.460 3.515
H 4.011 -2.254 3.611
H 3.381 -2.654 2.079
H 2.832 -1.215 2.936
*
```

Values from the calculation:
gap between HOMO and LUMO (alpha / beta) = 6.26 / 6.46 eV
<S²> = 12.0117
E_LUMO (alpha / beta) = -6.097 / -5.920 eV

Here are the Löwdin charges for atoms 1 to 6, given in e: atom 1 (Eu): 1.718, atom 2 (S): 0.482, atom 3 (C): -0.791, atom 4 (C): -0.056, atom 5 (C): -0.038, atom 6 (C): -0.060